No. 1
Molecular formula: C3H6N4O
Method: DFT, wB97M-V/def2-TZVPD

Summary:
net charge = 0
SMILES string = C=N/N=C\C(=O)NN
E_HOMO = -0.336 Ha
LUMO level = 0.34 eV

Last column: Mulliken charge in e.
CARTESIAN COORDINATES (ANGSTROEM)
C (-1.1520, -0.8441, 0.1836)  0.47
C (-0.0419, -0.6767, 1.2738)  -0.20
C (2.1459, -0.5519, -0.7971)  -0.35
H (-0.0806, 1.8894, -0.0798)  0.25
H (-1.8540, 2.2741, 0.3389)  0.21
H (-1.6399, 0.3831, -1.5489)  0.25
H (-0.3168, -1.0886, 2.1593)  0.52
H (2.1956, -1.6682, -0.5675)  0.28
H (2.4209, -0.0188, -1.7000)  0.29
N (-1.1834, 1.5210, 0.1893)  -0.56
N (-1.4466, 0.4115, -0.4244)  -0.06
N (1.1145, -0.0757, 1.2059)  -0.30
N (1.5125, 0.3002, -0.0063)  -0.22
O (-1.6743, -1.8553, -0.2267)  -0.57


No. 2
Molecular formula: C3H6N4O
Method: DFT, wB97M-V/def2-TZVPD

Summary:
net charge = 0
SMILES string = [H]/N=c1\nc(C)n(N)o1
E_HOMO = -0.340 Ha
LUMO level = 0.58 eV

Last column: Mulliken charge in e.
CARTESIAN COORDINATES (ANGSTROEM)
C (0.2025, 2.3870, -0.2270)  -1.00
C (0.0783, 0.8887, -0.2542)  0.58
C (-0.2518, -1.1547, -0.8207)  0.59
H (-0.4934, 2.7915, 0.5524)  0.30
H (-0.0371, 2.7929, -1.2130)  0.31
H (1.2424, 2.6817, 0.0175)  0.30
H (-0.9428, -1.9737, -2.3380)  0.28
H (-0.8104, 0.1002, 2.2456)  0.27
H (0.7635, 0.0411, 2.7546)  0.29
N (-0.3339, 0.1856, -1.2205)  -0.56
N (-0.6343, -2.2090, -1.4063)  -0.67
N (0.5722, 0.1507, 0.8295)  0.25
N (0.1229, 0.5133, 2.0830)  -0.60
O (0.2520, -1.2056, 0.4741)  -0.33


No. 3
Molecular formula: C3H6N4O
Method: DFT, wB97M-V/def2-TZVPD

Summary:
net charge = 0
SMILES string = [H]/N=c1/ccn(O)n1N
E_HOMO = -0.295 Ha
LUMO level = 0.47 eV

Last column: Mulliken charge in e.
CARTESIAN COORDINATES (ANGSTROEM)
C (1.1451, -0.7811, 0.8030)  -0.37
C (1.7013, 0.3426, 0.3619)  -0.48
C (0.6068, 1.0764, -0.3263)  0.49
H (-2.4723, 0.2986, -0.6645)  0.20
H (-1.6166, 1.0596, 0.5986)  0.15
H (-1.5748, -1.4028, 1.2570)  0.40
H (1.5385, -1.3629, 1.6189)  0.40
H (2.6632, 0.6809, 0.7083)  0.38
H (-0.0692, 2.4102, -1.6039)  0.23
N (-1.6236, 0.3233, 0.0305)  -0.64
N (-0.4507, 0.1603, -0.4299)  0.36
N (-0.0802, -1.1611, 0.0312)  -0.05
N (0.7350, 2.1562, -1.0442)  -0.69
O (-1.1564, -1.9826, 0.3676)  -0.40


No. 4
Molecular formula: C3H6N4O
Method: DFT, wB97M-V/def2-TZVPD

Summary:
net charge = 0
SMILES string = CCn1nnc(=O)[nH]1
E_HOMO = -0.337 Ha
LUMO level = 0.14 eV

Last column: Mulliken charge in e.
CARTESIAN COORDINATES (ANGSTROEM)
C (1.0940, -1.4982, -1.0861)  -0.89
C (0.6508, -0.1513, -1.0232)  -0.24
C (-1.5517, 1.2418, 1.7927)  0.45
H (1.3669, -1.3955, -2.1995)  0.29
H (2.0522, -1.7004, -0.5399)  0.26
H (0.3188, -2.0684, -0.9071)  0.39
H (0.0063, 0.1076, -2.0442)  0.26
H (1.3937, 0.7329, -1.0657)  0.24
H (0.4263, 1.8080, 0.7999)  0.31
N (-0.3494, 0.1593, 0.2662)  0.75
N (-1.0516, -0.6802, 0.8343)  -0.38
N (-1.6519, -0.0928, 1.9995)  -0.40
N (-0.6128, 1.4840, 0.6424)  -0.47
O (-2.0916, 2.0532, 2.5309)  -0.56


No. 5
Molecular formula: C3H6N4O
Method: DFT, wB97M-V/def2-TZVPD

Summary:
net charge = 0
SMILES string = [H]/N=C\N/C(=N\[H])ON=C
E_HOMO = -0.351 Ha
LUMO level = 0.63 eV

Last column: Mulliken charge in e.
CARTESIAN COORDINATES (ANGSTROEM)
C (2.3249, -0.6907, 0.8530)  -0.05
C (-0.6959, -0.8488, -0.3622)  0.47
C (-1.1573, 1.7621, -0.3707)  -0.02
H (3.2139, -1.2259, 1.6848)  0.21
H (2.3852, 0.4544, 0.8823)  0.19
H (-2.0041, -2.5306, -0.5107)  0.26
H (-2.3999, 0.1817, -0.7501)  0.29
H (-2.0354, 2.5391, -0.4650)  0.29
H (0.6781, 1.6764, 0.0052)  0.43
N (1.3909, -1.4839, 0.3466)  -0.43
N (-0.8797, -2.0768, -0.6698)  -0.59
N (-1.4594, 0.3080, -0.2286)  -0.21
N (0.0087, 2.3375, -0.2247)  -0.67
O (0.6300, -0.4024, -0.1901)  -0.17


No. 6
Molecular formula: C3H6N4O
Method: DFT, wB97M-V/def2-TZVPD

Summary:
net charge = 0
SMILES string = [H]/N=C\N(/C=N\[H])C(N)=O
E_HOMO = -0.357 Ha
LUMO level = 0.07 eV

Last column: Mulliken charge in e.
CARTESIAN COORDINATES (ANGSTROEM)
C (-1.5388, -0.3065, -0.1741)  0.53
C (0.6406, -1.3925, -0.0446)  0.11
C (0.5934, 1.1216, -0.1769)  -0.04
H (-1.7036, 1.2060, 0.7497)  0.30
H (-3.0473, 0.7389, 0.3247)  0.33
H (-0.0603, -2.2203, -0.5297)  0.30
H (2.8397, -0.9677, 0.4030)  0.21
H (0.0413, 2.1133, -0.0350)  0.31
H (2.6127, 0.7226, -0.1663)  0.22
N (-2.1035, 0.9840, -0.1280)  -0.59
N (-0.1100, -0.2427, 0.0586)  0.00
N (2.0610, -1.6909, -0.0485)  -0.58
N (1.8352, 1.4358, -0.1314)  -0.52
O (-2.0601, -1.5015, -0.1016)  -0.59


No. 7
Molecular formula: C3H6N4O
Method: DFT, wB97M-V/def2-TZVPD

Summary:
net charge = 0
SMILES string = Nc1noc(N)c1N
E_HOMO = -0.292 Ha
LUMO level = 0.53 eV

Last column: Mulliken charge in e.
CARTESIAN COORDINATES (ANGSTROEM)
C (0.4697, 0.6849, 1.2009)  0.54
C (-1.1715, -0.1577, -0.1719)  -0.02
C (0.1818, 0.0292, -0.1771)  0.40
H (2.4062, 0.7524, 0.6404)  0.29
H (2.1189, 0.6758, 2.5840)  0.28
H (-3.0521, -0.5130, -0.9632)  0.27
H (-1.5463, -0.9667, -2.1394)  0.26
H (1.3122, -0.0118, -1.8724)  0.24
H (0.7535, -1.5182, -1.3362)  0.26
N (1.8151, 1.0177, 1.5593)  -0.56
N (-0.5940, 0.9561, 1.8810)  -0.46
N (-2.0070, -0.7285, -1.1113)  -0.50
N (1.0198, -0.6034, -1.0270)  -0.65
O (-1.7064, 0.3832, 0.9330)  -0.33


No. 8
Molecular formula: C3H6N4O2
Method: DFT, wB97M-V/def2-TZVPD

Summary:
net charge = 0
SMILES string = [H]/N=c1\c(O)cn(N)n1O
E_HOMO = -0.293 Ha
LUMO level = 0.46 eV

Last column: Mulliken charge in e.
CARTESIAN COORDINATES (ANGSTROEM)
C (-1.1054, 0.2966, 0.4806)  -0.82
C (-0.0728, 0.8890, 1.0156)  0.92
C (1.0880, 0.4260, 0.3250)  0.07
H (-2.0175, -1.4702, -1.8131)  0.24
H (-1.5259, -2.2563, -0.4492)  0.22
H (-2.1227, 0.3410, 0.6795)  0.45
H (-0.8913, 1.9302, 2.4850)  0.33
H (2.3396, 1.6242, 1.0890)  0.26
H (2.1066, -1.2665, -1.7017)  0.42
N (-1.2170, -1.6221, -1.2204)  -0.60
N (-0.6979, -0.4274, -0.7775)  0.15
N (2.2119, 0.9947, 0.2685)  -0.70
N (0.6592, -0.5794, -0.6343)  0.05
O (-0.0078, 1.6484, 2.1402)  -0.53
O (1.2530, -0.5281, -1.8872)  -0.46


No. 9
Molecular formula: C3H6N4O2S2
Method: DFT, wB97M-V/def2-TZVPD

Summary:
net charge = 0
SMILES string = [H]/N=c1\sc(S(N)(=O)=O)nn1C
E_HOMO = -0.319 Ha
LUMO level = -0.14 eV

Last column: Mulliken charge in e.
CARTESIAN COORDINATES (ANGSTROEM)
C (-1.8187, -1.2964, -1.5120)  -0.75
C (0.7695, 0.3517, 0.2982)  0.27
C (-0.6178, 1.0265, -1.4922)  0.40
H (-1.3252, -1.4840, -2.5049)  0.29
H (-1.7544, -2.2186, -0.8067)  0.30
H (-2.8117, -1.0227, -1.5868)  0.30
H (-0.9936, 2.3124, -2.9133)  0.24
H (1.7836, 0.4298, 3.9252)  0.36
H (0.6196, -0.9008, 3.1051)  0.37
N (-0.9251, -0.2863, -0.9302)  0.55
N (-0.2395, -0.5366, 0.2060)  -0.67
N (-1.4723, 1.4254, -2.4145)  -0.66
N (0.9027, 0.2754, 3.0267)  -0.65
O (2.4759, -1.2304, 1.3493)  -0.56
O (2.7552, 1.3244, 1.5127)  -0.65
S (0.7658, 1.6971, -0.8357)  -0.10
S (1.8860, 0.1332, 1.5729)  0.94


No. 10
Molecular formula: C3H6N4O3
Method: DFT, wB97M-V/def2-TZVPD

Summary:
net charge = 0
SMILES string = O=[N+]([O-])/N=C\N=C/NCO
E_HOMO = -0.369 Ha
LUMO level = 0.29 eV

Last column: Mulliken charge in e.
CARTESIAN COORDINATES (ANGSTROEM)
C (-0.6037, 1.1063, 1.0183)  0.22
C (-1.4014, -0.7587, -0.5335)  -0.17
C (0.8779, 1.2138, -0.8432)  -0.26
N (1.8940, 0.4724, -0.9463)  -0.49
N (0.3652, 1.6717, 0.3352)  -0.49
N (-1.4220, 0.1102, 0.7315)  -0.19
N (2.3074, -0.3733, 0.0462)  1.15
O (1.5448, -1.2609, 0.3902)  -0.57
O (3.4255, -0.2397, 0.4613)  -0.59
O (-1.3082, -2.0974, -0.3578)  -0.46
H (-0.8113, 1.5738, 2.0367)  0.31
H (-2.4460, -0.5242, -1.0721)  0.29
H (-0.6458, -0.1617, -1.1321)  0.20
H (0.6972, 1.7716, -1.7142)  0.45
H (-0.4880, -2.3326, 0.0352)  0.35
H (-1.9856, -0.1712, 1.5446)  0.25


No. 11
Molecular formula: C3H6N4OS2
Method: DFT, wB97M-V/def2-TZVPD

Summary:
net charge = 0
E_HOMO (alpha / beta) = -0.313 / -0.312 Ha
LUMO level (alpha / beta) = -0.93 / -0.93 eV

Last column: Mulliken charge in e.
CARTESIAN COORDINATES (ANGSTROEM)
C (2.1708, -0.5039, -2.0072)  0.44
C (-1.4368, 2.0315, 0.9889)  -0.82
C (0.8735, -0.5547, -0.0823)  -0.16
N (2.7965, 0.1732, -2.6967)  -0.45
N (1.4746, -1.1806, -1.1564)  -0.21
N (-1.1963, 0.0350, -0.6744)  -0.49
N (0.3536, -1.4298, 0.8265)  0.55
O (0.3423, -2.6607, 0.5221)  -0.78
S (-0.2502, -0.7648, 2.1559)  -0.13
S (-2.0576, 0.3227, 0.6340)  0.21
H (-1.6728, 2.1358, 2.0756)  0.32
H (-2.0534, 2.8124, 0.4499)  0.31
H (-0.4904, 2.2220, 0.8908)  0.33
H (1.1062, 0.4532, 0.1520)  0.36
H (1.5230, -2.1751, -1.0622)  0.24
H (-1.4830, -0.9162, -1.0168)  0.28


No. 12
Molecular formula: C3H6N5O4S2
Method: DFT, wB97M-V/def2-TZVPD

Summary:
net charge = -1
E_HOMO = -0.221 Ha
LUMO level = 2.76 eV

Last column: Mulliken charge in e.
CARTESIAN COORDINATES (ANGSTROEM)
C (-3.1362, -0.0873, -0.2275)  0.74
C (-0.0595, 1.8753, 1.0175)  -0.91
C (0.1791, -2.2474, -1.1602)  -1.12
N (-4.8995, 1.0234, -0.2259)  -0.32
N (-4.3419, -0.0753, -0.7849)  -0.52
N (-2.9152, 0.8400, 0.6293)  0.05
N (-4.0302, 1.5662, 0.6072)  -0.58
N (-0.4165, 0.3638, -1.0541)  -0.45
O (0.9275, 2.5102, -1.4165)  -0.67
O (1.9529, 0.6413, -0.2363)  -0.65
O (-0.2519, -0.8900, 1.1318)  -0.66
O (-2.2105, -1.1925, -0.3505)  -0.37
S (0.7390, 1.3713, -0.5551)  1.09
S (-0.6783, -0.8665, -0.2352)  1.25
H (0.4548, 2.6561, 1.5659)  0.40
H (-0.9822, 2.2132, 0.5799)  0.27
H (-0.1748, 0.9639, 1.5809)  0.39
H (1.0573, -2.4744, -0.6260)  0.39
H (-0.5385, -3.1018, -1.2909)  0.34
H (0.4901, -1.8265, -2.1153)  0.33


No. 13
Molecular formula: C3H6NO
Method: DFT, wB97M-V/def2-TZVPD

Summary:
net charge = +1
SMILES string = COC#C[NH3+]
E_HOMO = -0.524 Ha
LUMO level = -4.86 eV

Last column: Mulliken charge in e.
CARTESIAN COORDINATES (ANGSTROEM)
C (1.2322, 0.0400, -0.0183)  -0.46
C (-0.0713, 0.1257, -0.5140)  0.46
C (-2.1141, 0.9705, 0.1072)  -0.57
N (2.1063, -1.0520, 0.0502)  -0.28
O (-1.0056, 0.8635, -0.7950)  -0.22
H (-3.1754, 0.9603, -0.3954)  0.25
H (-1.9756, 1.9619, 0.5938)  0.28
H (-1.9378, 0.2171, 0.8383)  0.35
H (3.1325, -0.8281, -0.0389)  0.40
H (1.9690, -1.7036, -0.7845)  0.39
H (1.8399, -1.5554, 0.9566)  0.42


No. 14
Molecular formula: C3H6NO2
Method: DFT, wB97M-V/def2-TZVPD

Summary:
net charge = -1
SMILES string = C[C@H](N)C(=O)[O-]
E_HOMO = -0.129 Ha
LUMO level = 4.47 eV

Last column: Mulliken charge in e.
CARTESIAN COORDINATES (ANGSTROEM)
O (-1.1122, 0.2823, 2.0414)  -0.76
C (-0.6062, 0.8773, 1.0560)  0.47
O (-0.1848, 2.0440, 0.9994)  -0.73
C (-0.4129, -0.0294, -0.2068)  0.44
C (0.4605, -1.2187, 0.1292)  -1.47
N (0.2143, 0.6589, -1.3293)  -0.66
H (-1.4090, -0.3427, -0.5266)  0.25
H (1.3516, -0.8583, 0.6534)  0.33
H (0.0232, -1.9628, 0.7917)  0.32
H (0.7180, -1.7574, -0.7893)  0.38
H (-0.2337, 1.4990, -1.6811)  0.22
H (1.1912, 0.8078, -1.1381)  0.21


No. 15
Molecular formula: C3H6NO2
Method: DFT, wB97M-V/def2-TZVPD

Summary:
net charge = -1
SMILES string = CC(=O)NC[O-]
E_HOMO = -0.104 Ha
LUMO level = 3.99 eV

Last column: Mulliken charge in e.
CARTESIAN COORDINATES (ANGSTROEM)
O (0.2482, -1.3610, -1.2319)  -0.68
C (-0.3238, -0.5259, -0.5350)  0.65
N (0.2373, 0.0899, 0.5276)  -0.19
C (1.7377, 0.1571, 0.9412)  -0.21
O (1.9056, 1.2541, 1.6333)  -0.87
C (-1.7196, -0.0353, -0.8425)  -1.05
H (-0.0730, 1.0018, 0.8374)  0.23
H (1.9864, -0.7902, 1.4888)  0.12
H (2.2792, 0.0085, -0.0281)  0.15
H (-2.2620, 0.0581, 0.0993)  0.32
H (-2.2393, -0.7535, -1.4845)  0.31
H (-1.7767, 0.8965, -1.4056)  0.23


No. 16
Molecular formula: C3H6NO2
Method: DFT, wB97M-V/def2-TZVPD

Summary:
net charge = -1
E_HOMO = -0.091 Ha
LUMO level = 4.34 eV

Last column: Mulliken charge in e.
CARTESIAN COORDINATES (ANGSTROEM)
C (0.2338, 0.0795, 0.0818)  -0.08
C (-0.8059, 0.0688, -1.7218)  -0.87
C (0.1475, -1.0961, 1.0974)  -0.90
N (0.7510, 1.1951, 0.5394)  0.83
O (1.3469, 1.0919, 1.6408)  -0.80
O (0.6079, 2.2863, -0.0421)  -0.80
H (-0.7610, 1.0958, -1.8676)  0.29
H (-0.1313, -0.4913, -2.2753)  0.28
H (-1.7299, -0.3874, -1.4694)  0.26
H (0.2521, -0.5520, 2.0503)  0.33
H (0.9007, -1.7974, 0.8872)  0.18
H (-0.8117, -1.4932, 1.0793)  0.29


No. 17
Molecular formula: C3H6NO2
Method: DFT, wB97M-V/def2-TZVPD

Summary:
net charge = -1
E_HOMO = -0.147 Ha
LUMO level = 3.67 eV

Last column: Mulliken charge in e.
CARTESIAN COORDINATES (ANGSTROEM)
C (-2.6460, 2.4134, -0.6798)  -0.75
C (-2.0225, 1.9178, 0.3785)  0.06
N (-1.6126, 0.5898, 0.5698)  -0.59
H (-2.8689, 1.8034, -1.5430)  0.25
H (-2.8527, 3.4723, -0.6576)  0.23
H (-1.5511, 2.5494, 1.1218)  0.25
H (-1.5269, 0.0373, -0.2789)  0.26
H (-0.6480, 0.5821, 0.8946)  0.29
O (2.8743, -2.5096, 0.0028)  -0.65
C (2.2388, -1.4424, 0.1203)  0.03
O (1.2131, -1.0517, -0.4693)  -0.60
H (2.7051, -0.7575, 0.8928)  0.23


No. 18
Molecular formula: C3H6NO2
Method: DFT, wB97M-V/def2-TZVPD

Summary:
net charge = -1
E_HOMO = -0.139 Ha
LUMO level = 3.94 eV

Last column: Mulliken charge in e.
CARTESIAN COORDINATES (ANGSTROEM)
C (-0.4033, -0.1472, 2.2615)  -0.67
C (0.9410, -1.1856, 0.5158)  0.00
N (0.3543, -1.2793, 1.6142)  -0.47
H (-0.1816, -0.1167, 3.2719)  0.29
H (-0.4439, 0.7087, 1.6040)  0.33
H (-1.5661, -0.4229, 2.4026)  0.18
H (1.3168, -2.0896, 0.0482)  0.25
H (0.8678, -0.2474, -0.0989)  0.08
O (-1.0372, 2.0805, -2.7101)  -0.55
C (-0.2226, 1.2355, -2.8880)  -0.13
O (0.6657, 0.7267, -2.1685)  -0.61
H (-0.2909, 0.7373, -3.8529)  0.30


Number 1: E -412.02506 hartree. Number 2: E -412.10888 hartree. Number 3: E -411.93889 hartree. Number 4: E -412.01626 hartree. Number 5: E -411.97935 hartree. Number 6: E -412.04443 hartree. Number 7: E -412.07484 hartree. Number 8: E -487.23640 hartree. Number 9: E -1283.64817 hartree. Number 10: E -562.49706 hartree. Number 11: E -1208.36549 hartree. Number 12: E -1488.98632 hartree. Number 13: E -247.46494 hartree. Number 14: E -323.20670 hartree. Number 15: E -323.16651 hartree. Number 16: E -322.97727 hartree. Number 17: E -323.17556 hartree. Number 18: E -323.14061 hartree.